Entry 1:
Molecular formula: CH6N2OS
Method: DFT, ωB97M-V with the def2-TZVPD basis set

```
! RIJCOSX wB97M-V def2-TZVPD def2/J DEFGRID3
* xyz 0 1
C -2.03 0.84 1.47
N -2.17 0.37 0.30
H -2.04 1.93 1.74
H -1.86 0.33 2.42
H -2.44 1.10 -0.44
N 2.83 -0.49 -1.15
S 1.48 0.04 -0.45
O 0.45 -1.28 -0.36
H 2.91 -0.77 -2.23
H 3.29 -1.10 -0.56
H -0.41 -0.98 -0.74
*
```

The calculation puts the LUMO energy at 0.87 eV. For the orbital gap, the calculation gives 9.2 eV. As for the SMILES: C=N.NSO.



Entry 2:
Molecular formula: C7H12N2O3
Method: DFT, ωB97M-V with the def2-TZVPD basis set

```
! RIJCOSX wB97M-V def2-TZVPD def2/J DEFGRID3
* xyz 0 1
C -0.43 0.02 2.15
C 0.36 0.50 -0.03
C -0.88 0.29 -0.68
C 0.49 0.12 3.28
C 1.57 -0.42 -0.25
C -1.59 1.44 -1.27
C -0.81 -0.90 -1.65
N -1.50 -0.14 1.68
N 0.56 1.66 0.69
O -0.32 2.49 0.88
O 1.68 1.73 1.25
O -1.95 -0.18 0.50
H 0.78 -0.80 3.59
H 0.05 0.61 4.03
H 1.33 0.74 2.80
H 2.51 0.03 0.01
H 1.69 -0.46 -1.31
H 1.60 -1.48 0.40
H -1.02 2.29 -1.22
H -2.38 1.87 -0.78
H -1.84 1.26 -2.32
H -1.84 -1.19 -1.95
H -0.44 -1.78 -1.12
H -0.03 -0.76 -2.50
*
```

The calculation puts the LUMO energy at 0.01 eV. For the orbital gap, the calculation gives 8.9 eV.



Entry 3:
Molecular formula: C4H11N3
Method: DFT, ωB97M-V with the def2-TZVPD basis set

```
! RIJCOSX wB97M-V def2-TZVPD def2/J DEFGRID3
* xyz 0 1
C 2.06 -1.57 0.66
N 1.04 -1.25 0.05
N 0.07 -0.56 0.55
N 0.13 0.03 1.94
C -0.23 0.52 -0.30
C -1.74 0.90 -0.26
C 0.07 0.40 -1.82
H 2.72 -2.33 0.32
H 2.22 -1.33 1.74
H -0.26 -0.71 2.47
H -0.53 0.77 1.88
H 0.32 1.46 0.00
H -2.10 1.43 0.64
H -2.06 1.51 -1.13
H -2.21 -0.14 -0.14
H 0.08 1.28 -2.48
H -0.63 -0.35 -2.21
H 1.04 -0.04 -1.92
*
```

The calculation puts the LUMO energy at 1.12 eV. For the orbital gap, the calculation gives 9.4 eV. As for the SMILES: C=NN(N)C(C)C.



Entry 4:
Molecular formula: C17H12ClF6N4O5ReS2Se2
Method: DFT, ωB97M-V with the def2-TZVPD basis set

```
! RIJCOSX wB97M-V def2-TZVPD def2/J DEFGRID3
* xyz 1 2
Re -0.02 -0.41 -0.66
F 1.09 -2.66 1.92
C 0.46 -2.25 3.01
F 1.31 -1.60 3.79
F -0.05 -3.28 3.65
S -0.89 -1.08 2.51
O -0.20 -0.26 1.48
O -1.24 -0.32 3.66
N -2.04 -1.97 2.01
S -2.68 -2.48 0.66
O -4.10 -2.47 0.76
O -2.11 -1.89 -0.54
C -2.15 -4.25 0.63
F -0.81 -4.30 0.58
F -2.57 -4.86 1.73
F -2.65 -4.83 -0.44
Se 2.95 2.05 -1.65
Se 3.85 1.18 0.34
C 3.91 -0.57 -0.42
C 5.14 -1.21 -0.49
C 5.24 -2.39 -1.21
C 4.11 -2.86 -1.86
C 2.92 -2.17 -1.69
N 2.79 -1.06 -0.95
C 1.50 2.85 -0.70
C 1.58 4.22 -0.50
C 0.63 4.87 0.26
C -0.40 4.11 0.79
C -0.41 2.75 0.52
N 0.50 2.09 -0.21
H 6.01 -0.76 -0.03
H 6.19 -2.90 -1.30
H 4.13 -3.74 -2.48
H 2.02 -2.52 -2.19
H 2.42 4.76 -0.92
H 0.69 5.94 0.43
H -1.20 4.53 1.38
H -1.25 2.18 0.86
O 0.31 -1.97 -0.99
Cl -2.99 3.65 -3.32
C -3.02 2.51 -2.04
C -4.11 2.44 -1.18
C -4.09 1.52 -0.15
C -2.99 0.69 0.01
N -1.93 0.78 -0.82
C -1.95 1.66 -1.83
H -4.95 3.10 -1.33
H -4.92 1.43 0.54
H -2.97 0.02 0.84
H -1.09 1.72 -2.49
*
```

As for the expectation value of S²: 0.754. The calculation puts the LUMO energy (alpha / beta) at -4.50 / -4.40 eV. For the orbital gap (alpha / beta), the calculation gives 7.0 / 7.1 eV.



Entry 5:
Molecular formula: C36H26IMgN7O4
Method: DFT, ωB97M-V with the def2-TZVPD basis set

```
! RIJCOSX wB97M-V def2-TZVPD def2/J DEFGRID3
* xyz 0 1
Mg 0.01 -0.12 -0.08
O 1.76 -0.17 1.04
N 2.83 -0.62 0.51
N 2.68 -0.97 -0.70
O 1.53 -0.88 -1.30
C 3.80 -1.51 -1.40
C 5.05 -1.57 -0.81
C 6.11 -2.10 -1.53
C 5.92 -2.57 -2.82
C 4.66 -2.52 -3.39
C 3.59 -1.99 -2.69
H 5.19 -1.19 0.19
H 7.09 -2.14 -1.07
H 6.75 -2.99 -3.37
H 4.50 -2.89 -4.40
H 2.59 -1.94 -3.11
O -2.10 5.67 -4.00
N -1.87 5.92 -2.83
O -2.06 7.01 -2.33
C -1.39 4.83 -1.94
C -1.26 5.19 -0.64
C -0.83 4.24 0.34
C -0.66 4.56 1.70
C -0.23 3.59 2.56
C 0.00 2.30 2.06
N -0.17 1.97 0.80
C -0.55 2.93 -0.06
C -0.68 2.57 -1.46
N -0.35 1.30 -1.74
C -0.42 0.88 -2.98
C -0.82 1.72 -4.02
C -1.16 3.02 -3.76
C -1.10 3.50 -2.43
H -1.49 6.20 -0.35
H -0.87 5.57 2.04
H -0.08 3.79 3.61
H 0.34 1.50 2.71
H -0.16 -0.16 -3.14
H -0.86 1.33 -5.03
H -1.47 3.67 -4.55
I -3.45 0.68 1.02
C -2.27 -0.52 2.26
C -2.89 -1.07 3.38
C -2.14 -1.89 4.20
C -0.82 -2.13 3.88
C -0.30 -1.53 2.75
N -1.01 -0.74 1.94
H -3.93 -0.85 3.59
H -2.59 -2.34 5.08
H -0.19 -2.77 4.48
H 0.74 -1.67 2.45
N -1.34 -1.42 -0.80
C -2.15 -2.23 -1.28
C -3.55 -1.81 -1.67
C -3.76 -0.56 -2.22
C -5.04 -0.10 -2.50
C -6.14 -0.89 -2.21
C -5.95 -2.14 -1.63
C -4.67 -2.60 -1.37
C -1.81 -3.69 -1.49
C -0.85 -4.28 -0.66
C -0.44 -5.58 -0.87
C -0.96 -6.32 -1.92
C -1.90 -5.74 -2.76
C -2.32 -4.44 -2.54
H -2.90 0.07 -2.41
H -5.18 0.88 -2.95
H -7.14 -0.54 -2.42
H -6.80 -2.76 -1.38
H -4.52 -3.58 -0.93
H -0.43 -3.67 0.13
H 0.29 -6.03 -0.21
H -0.64 -7.34 -2.09
H -2.31 -6.31 -3.59
H -3.06 -4.00 -3.20
*
```

The calculation puts the LUMO energy at -1.34 eV. For the orbital gap, the calculation gives 5.1 eV.



Entry 6:
Molecular formula: C5H13NO
Method: DFT, ωB97M-V with the def2-TZVPD basis set

```
! RIJCOSX wB97M-V def2-TZVPD def2/J DEFGRID3
* xyz 0 1
C 2.06 -1.16 2.16
C 1.05 -0.16 1.66
N 1.42 0.99 0.89
O -0.15 -0.42 1.71
H 1.89 -1.82 3.08
H 2.99 -0.54 2.42
H 2.18 -1.65 1.22
H 0.75 1.33 0.32
H 2.34 0.94 0.36
C -0.84 -0.74 -2.55
C -1.30 0.72 -2.27
C -2.17 0.76 -1.03
H -0.86 -0.89 -3.73
H -1.62 -1.48 -2.29
H 0.17 -0.95 -2.04
H -0.35 1.32 -2.09
H -1.80 1.16 -3.08
H -2.98 1.56 -1.16
H -2.56 -0.21 -0.63
H -1.66 1.18 -0.12
*
```

The calculation puts the LUMO energy at 0.73 eV. For the orbital gap, the calculation gives 10.5 eV. As for the SMILES: CC(N)=O.CCC.



So what do the calculations give for relative energy (zero: lowest compared OMol25 entry of this formula, charge and spin)? Going down the list: 2.3585, 8.9656, 4.2372, 3.1952, 0.0000, 1.6537 eV.